# 1
One molecule with the formula C7H10N2O2S. Source: OMol25; level of theory: ωB97M-V/def2-TZVPD.

The geometry in ORCA input format:
```
! RIJCOSX wB97M-V def2-TZVPD def2/J DEFGRID3
* xyz 0 3
C -2.766 -1.531 0.675
C 0.323 -0.578 -1.106
C 1.030 -0.717 0.246
C -0.327 0.763 -1.227
C 0.036 -0.902 1.402
C -1.627 0.950 -1.363
C -0.975 0.186 1.504
N -2.825 -2.554 0.160
N -0.683 1.388 1.884
O 0.664 1.674 2.099
O -1.484 2.313 2.069
S -2.728 -0.020 1.413
H 1.065 -0.692 -1.901
H -0.423 -1.366 -1.218
H 1.685 -1.590 0.233
H 1.644 0.164 0.432
H 0.691 2.597 2.403
H 0.345 1.609 -1.159
H -0.479 -1.855 1.280
H 0.599 -0.932 2.342
H -2.067 1.931 -1.415
H -2.308 0.120 -1.462
*
```

Computed properties:
<S²> ... 2.01
Kohn-Sham gap (alpha / beta) ... 6.424 / 7.507 eV
Energy above the lowest of the compared OMol25 structures with the same formula, charge and spin ... 270.3 kJ/mol

---

# 2
C27H41N2P2Pt as an isolated structure. Source: OMol25; level of theory: ωB97M-V/def2-TZVPD.

The geometry in ORCA input format:
```
! RIJCOSX wB97M-V def2-TZVPD def2/J DEFGRID3
* xyz 3 1
Pt 0.082 -0.338 0.316
C 5.003 -0.796 0.615
C 3.561 -0.895 1.124
C 3.442 -0.561 2.616
P 2.366 0.097 0.158
C 2.864 -0.014 -1.610
C 2.714 -1.470 -2.060
C 2.034 0.928 -2.482
C 2.349 1.830 0.657
C 3.399 2.576 1.124
C 3.178 3.885 1.589
C 1.902 4.449 1.597
C 0.838 3.736 1.099
C 1.051 2.425 0.583
N 0.021 1.678 0.086
C -1.044 2.289 -0.500
C -0.927 3.564 -1.129
C -2.046 4.165 -1.653
C -3.283 3.528 -1.556
C -3.406 2.245 -0.987
C -2.296 1.600 -0.510
P -2.241 -0.073 0.182
C -3.379 -0.153 1.611
C -3.360 -1.551 2.229
C -3.041 0.931 2.636
C -2.894 -1.243 -1.086
C -4.345 -1.006 -1.510
C -1.979 -1.243 -2.316
H 5.658 -1.290 1.334
H 5.353 0.233 0.522
H 5.144 -1.294 -0.342
H 3.191 -1.915 0.969
H 3.868 0.414 2.850
H 3.993 -1.302 3.194
H 2.405 -0.579 2.962
H 3.915 0.286 -1.640
H 1.688 -1.819 -1.921
H 3.387 -2.145 -1.532
H 2.948 -1.542 -3.122
H 0.974 0.664 -2.447
H 2.361 0.840 -3.518
H 2.154 1.974 -2.193
H 4.404 2.177 1.129
H 4.012 4.452 1.984
H 1.750 5.437 2.009
H -0.166 4.135 1.153
H 0.047 4.024 -1.236
H -1.969 5.126 -2.144
H -4.166 4.016 -1.951
H -4.382 1.782 -0.941
H -4.360 0.053 1.171
H -2.409 -1.739 2.731
H -3.551 -2.343 1.506
H -4.145 -1.611 2.983
H -2.093 0.714 3.133
H -3.811 0.954 3.406
H -2.993 1.929 2.195
H -2.823 -2.209 -0.577
H -4.456 -0.074 -2.062
H -5.045 -1.025 -0.675
H -4.645 -1.807 -2.187
H -2.041 -0.293 -2.852
H -2.297 -2.024 -3.007
H -0.934 -1.434 -2.064
C -0.530 -5.464 -0.669
C 0.094 -4.883 0.610
C 0.139 -3.425 0.571
N 0.173 -2.280 0.533
H -0.469 -6.549 -0.616
H 0.006 -5.137 -1.558
H -1.580 -5.190 -0.757
H 1.115 -5.244 0.749
H -0.475 -5.173 1.496
*
```

Computed properties:
Kohn-Sham gap (alpha / beta) ... 5.417 / 5.417 eV
Energy above the lowest of the compared OMol25 structures with the same formula, charge and spin ... 0.0 kJ/mol

---

# 3
A 2-piece molecular cluster, C2H3N2O2 overall. Source: OMol25; level of theory: ωB97M-V/def2-TZVPD.

The geometry in ORCA input format:
```
! RIJCOSX wB97M-V def2-TZVPD def2/J DEFGRID3
* xyz -1 3
C 2.421 0.044 0.108
C -1.726 -0.122 0.012
N 0.398 0.374 -0.619
N -0.268 -0.265 0.190
O 2.784 1.165 0.176
O 2.679 -1.103 0.143
H -1.948 1.067 0.132
H -2.337 -0.649 0.874
H -2.002 -0.511 -1.016
*
```

Computed properties:
<S²> ... 2.01
Kohn-Sham gap (alpha / beta) ... 4.645 / 9.654 eV
Energy above the lowest of the compared OMol25 structures with the same formula, charge and spin ... 9.7 kJ/mol

---

# 4
One molecule with the formula C12H15N3. Source: OMol25; level of theory: ωB97M-V/def2-TZVPD.

The geometry in ORCA input format:
```
! RIJCOSX wB97M-V def2-TZVPD def2/J DEFGRID3
* xyz 0 1
C -0.478 -0.686 -1.998
N -1.053 -0.448 -0.693
C -2.437 -0.316 -0.814
C -3.149 -0.538 0.549
N -2.510 0.190 1.634
C -1.011 0.118 1.696
C -0.383 0.465 0.221
C -0.661 1.837 -0.038
N -0.859 2.925 -0.393
C 1.128 0.305 0.204
C 1.946 1.327 -0.145
C 3.323 1.145 -0.098
C 3.897 -0.112 0.162
C 3.075 -1.209 0.606
C 1.731 -0.929 0.568
H 0.604 -0.844 -1.995
H -0.840 -1.749 -2.342
H -0.763 -0.071 -2.864
H -2.846 -1.059 -1.531
H -2.688 0.626 -1.305
H -4.105 -0.309 0.789
H -3.033 -1.734 0.702
H -2.731 1.191 1.510
H -0.588 -0.829 2.077
H -0.656 0.846 2.498
H 1.570 2.239 -0.508
H 4.013 1.794 -0.592
H 4.955 -0.367 0.103
H 3.481 -2.096 0.865
H 1.069 -1.712 1.131
*
```

Computed properties:
Kohn-Sham gap ... 9.461 eV
Energy above the lowest of the compared OMol25 structures with the same formula, charge and spin ... 169.3 kJ/mol
Structure (SMILES) ... CN1CCNC[C@@]1(C#N)c1ccccc1

---

# 5
C25H37InN3O4Sb as an isolated structure. Source: OMol25; level of theory: ωB97M-V/def2-TZVPD.

The geometry in ORCA input format:
```
! RIJCOSX wB97M-V def2-TZVPD def2/J DEFGRID3
* xyz 2 1
In 0.110 1.800 0.194
O 7.656 1.528 -2.873
C 6.577 0.843 -2.472
O 6.455 -0.323 -2.711
C 5.511 1.593 -1.720
C 4.848 0.908 -0.706
C 3.769 1.487 -0.069
C 3.338 2.760 -0.439
C 4.011 3.456 -1.434
C 5.098 2.871 -2.071
N 2.166 3.269 0.192
C 2.086 4.477 0.568
C 0.830 5.004 1.130
C 0.772 6.294 1.623
C -0.433 6.760 2.134
C -1.526 5.915 2.132
C -1.375 4.633 1.614
N -0.230 4.181 1.117
H 7.663 2.431 -2.536
H 5.184 -0.089 -0.447
H 3.266 0.979 0.747
H 3.663 4.436 -1.745
H 5.589 3.408 -2.875
H 2.932 5.162 0.495
H 1.656 6.921 1.614
H -0.513 7.768 2.520
H -2.484 6.236 2.518
H -2.214 3.947 1.593
N 0.880 0.918 -2.348
C 1.710 -0.312 -2.406
C 0.924 -1.633 -2.328
C -0.200 -1.706 -1.335
O 0.018 -2.206 -0.157
O -1.366 -1.359 -1.604
H 0.108 0.824 -3.003
H 1.447 1.681 -2.705
H 2.437 -0.264 -1.601
H 2.260 -0.361 -3.344
H 1.633 -2.423 -2.089
H 0.477 -1.834 -3.300
C -1.219 -1.707 3.285
C -1.226 -2.963 2.428
C -2.051 -4.097 3.038
Sb -2.005 -2.501 0.459
C -3.534 -0.956 0.654
C -4.711 -1.645 1.343
C -3.896 -0.319 -0.674
C -2.326 -4.212 -0.854
C -1.346 -5.311 -0.467
C -3.787 -4.642 -0.838
H -0.809 -1.956 4.267
H -2.227 -1.320 3.447
H -0.598 -0.917 2.863
H -0.212 -3.290 2.202
H -3.090 -3.800 3.207
H -1.630 -4.365 4.010
H -2.046 -4.998 2.423
H -3.056 -0.240 1.322
H -5.192 -2.370 0.683
H -5.460 -0.890 1.591
H -4.436 -2.149 2.274
H -4.272 -1.052 -1.389
H -3.064 0.207 -1.130
H -4.697 0.404 -0.493
H -2.061 -3.756 -1.806
H -1.657 -5.824 0.442
H -0.327 -4.946 -0.340
H -1.330 -6.053 -1.269
H -4.081 -5.043 0.134
H -3.919 -5.440 -1.573
H -4.466 -3.833 -1.111
*
```

Computed properties:
Kohn-Sham gap ... 7.859 eV
Energy above the lowest of the compared OMol25 structures with the same formula, charge and spin ... 27.5 kJ/mol

---

# 6
A 8-piece molecular cluster, C13H23Cl9O20S5 overall. Source: OMol25; level of theory: ωB97M-V/def2-TZVPD.

The geometry in ORCA input format:
```
! RIJCOSX wB97M-V def2-TZVPD def2/J DEFGRID3
* xyz 0 1
O 2.407 -3.791 -2.464
S 1.800 -3.031 -3.557
O 2.570 -2.790 -4.737
O 0.296 -3.624 -3.827
C -0.624 -2.675 -4.283
C -0.267 -1.508 -3.308
O 1.157 -1.594 -3.141
H -0.421 -2.428 -5.325
H -1.588 -3.174 -4.181
H -0.819 -1.669 -2.382
H -0.418 -0.510 -3.719
O -3.061 0.033 -1.706
S -3.964 0.122 -0.549
O -4.185 -1.035 0.348
O -3.492 1.414 0.455
C -3.914 2.599 -0.182
C -5.380 2.259 -0.693
O -5.437 0.868 -0.924
H -4.042 3.407 0.538
H -3.133 2.925 -0.869
H -5.470 2.642 -1.709
H -6.230 2.477 -0.047
O -2.451 6.404 1.271
S -1.373 5.518 0.850
O -1.421 4.068 1.208
O -0.922 5.693 -0.707
C 0.446 5.373 -0.870
C 1.140 5.424 0.505
O 0.129 6.094 1.292
H 0.435 4.329 -1.183
H 0.886 6.058 -1.595
H 2.088 5.958 0.554
H 1.236 4.422 0.925
O -1.578 -4.292 2.712
S -0.219 -4.565 2.282
O 0.743 -5.141 3.260
O -0.280 -5.465 0.889
C 0.506 -4.957 -0.211
C 1.118 -3.615 0.305
O 0.458 -3.249 1.501
H 1.324 -5.630 -0.466
H -0.184 -4.718 -1.021
H 1.104 -2.746 -0.353
H 2.122 -3.882 0.633
O 2.455 0.111 -1.249
S 2.097 1.033 -0.164
O 2.752 2.333 -0.165
O 0.465 1.156 -0.042
C -0.057 0.303 0.929
C 1.022 0.195 1.974
O 2.237 0.287 1.251
H -1.080 0.587 1.177
H -0.128 -0.722 0.566
H 1.088 -0.727 2.552
H 0.929 0.979 2.725
Cl -0.451 -2.495 6.209
C -1.766 -1.716 5.383
Cl -1.497 -1.159 3.703
Cl -2.381 -0.383 6.319
H -2.516 -2.505 5.343
Cl 4.869 -1.022 2.981
C 4.132 -2.337 3.896
Cl 2.470 -1.983 4.398
Cl 5.261 -2.809 5.205
H 4.177 -3.158 3.181
Cl 2.751 3.560 -3.022
C 2.927 2.283 -4.310
Cl 4.593 2.149 -4.763
Cl 1.956 2.705 -5.731
H 2.604 1.341 -3.866
*
```

Computed properties:
Kohn-Sham gap ... 11.116 eV
Energy above the lowest of the compared OMol25 structures with the same formula, charge and spin ... 244.0 kJ/mol
Structure (SMILES) ... O=S1(=O)OCCO1.O=S1(=O)OCCO1.O=S1(=O)OCCO1.O=S1(=O)OCCO1.O=S1(=O)OCCO1.ClC(Cl)Cl.ClC(Cl)Cl.ClC(Cl)Cl

---

# 7
A 9-piece molecular cluster, C40H70Cl16IN4O3S2 overall. Source: OMol25; level of theory: ωB97M-V/def2-TZVPD.

The geometry in ORCA input format:
```
! RIJCOSX wB97M-V def2-TZVPD def2/J DEFGRID3
* xyz 1 1
C 3.134 -3.718 -3.248
C 3.709 -2.606 -2.142
N 2.489 -2.056 -1.438
C 2.731 -0.703 -0.805
C 4.254 -0.369 -0.242
C 4.531 1.106 0.497
C 6.042 1.410 1.057
C 6.823 2.416 -0.023
C 6.939 1.628 -1.489
I 8.826 2.954 0.794
C 3.233 2.107 0.595
C 3.501 3.564 1.369
C 3.453 3.183 2.996
C 2.429 1.935 3.315
C 1.964 1.858 4.916
C 0.591 0.904 4.915
C 0.952 -0.698 5.230
C 0.684 -1.627 3.867
S 0.790 -3.447 4.298
C 0.930 -4.534 2.778
N 2.091 -5.451 2.423
N 1.955 -6.204 1.250
C 0.602 -5.804 0.703
O 0.021 -4.797 1.651
C 1.757 1.655 -0.012
S 0.333 2.918 0.154
N 1.548 0.280 -0.680
C 0.216 -0.202 -1.213
C 0.122 -0.322 -2.846
C -1.392 0.152 -3.277
O -1.652 1.593 -3.138
C -0.740 2.410 -3.953
C -0.012 1.969 -5.354
O -0.516 3.680 -3.520
H 3.928 -4.580 -3.399
H 2.830 -3.202 -4.276
H 2.148 -4.218 -2.812
H 4.378 -1.810 -2.677
H 4.376 -3.249 -1.391
H 2.105 -2.746 -0.735
H 5.167 -1.106 -0.296
H 6.040 1.989 2.076
H 6.627 0.389 1.184
H 6.190 3.393 -0.186
H 7.495 0.604 -1.373
H 5.876 1.506 -1.974
H 7.578 2.276 -2.248
H 2.624 4.330 1.209
H 4.522 4.062 1.054
H 3.152 4.193 3.536
H 4.555 2.945 3.354
H 1.427 2.164 2.722
H 2.867 0.871 3.070
H 2.784 1.247 5.496
H 1.773 2.934 5.336
H 0.062 0.888 3.848
H -0.239 1.324 5.663
H 2.053 -0.818 5.646
H 0.149 -1.024 6.049
H 1.388 -1.281 2.989
H -0.435 -1.368 3.547
H 0.135 -6.260 -0.274
H -0.649 2.370 1.018
H 0.049 -1.299 -0.772
H -0.714 0.422 -0.860
H 0.359 -1.456 -3.134
H 0.987 0.312 -3.317
H -1.681 -0.222 -4.348
H -2.137 -0.392 -2.519
H 1.021 2.567 -5.394
H -0.647 2.264 -6.292
H 0.307 0.823 -5.386
Cl -2.707 2.666 0.942
C -3.478 2.777 -0.660
C -3.686 4.218 -1.098
Cl -4.919 5.048 -0.116
H -4.423 2.227 -0.621
H -2.816 2.266 -1.365
H -4.036 4.245 -2.134
H -2.758 4.796 -1.036
Cl -5.121 -1.130 -3.505
C -4.873 -2.307 -4.819
C -3.861 -3.379 -4.447
Cl -2.208 -2.727 -4.316
H -4.566 -1.756 -5.714
H -5.845 -2.767 -5.020
H -3.835 -4.151 -5.221
H -4.113 -3.858 -3.496
Cl -2.785 -2.145 5.640
C -3.460 -3.791 5.554
C -3.666 -4.254 4.121
Cl -4.969 -3.355 3.304
H -4.397 -3.804 6.120
H -2.749 -4.452 6.060
H -3.953 -5.309 4.108
H -2.753 -4.143 3.526
Cl 3.276 -5.052 8.362
C 1.528 -4.979 8.694
C 0.862 -3.797 8.008
Cl 1.363 -2.240 8.713
H 1.389 -4.946 9.779
H 1.096 -5.915 8.325
H -0.224 -3.862 8.125
H 1.088 -3.773 6.937
Cl -3.922 1.631 -6.199
C -5.562 2.030 -6.767
C -6.608 1.071 -6.223
Cl -6.444 -0.564 -6.912
H -5.550 2.035 -7.862
H -5.776 3.047 -6.425
H -7.609 1.425 -6.484
H -6.550 0.987 -5.133
Cl -2.150 5.189 -7.819
C -0.459 5.736 -7.709
C 0.408 5.151 -8.813
Cl 0.650 3.397 -8.619
H -0.080 5.471 -6.716
H -0.474 6.827 -7.786
H 1.400 5.612 -8.790
H -0.026 5.327 -9.802
Cl -1.615 -6.693 5.435
C -1.823 -8.178 4.474
C -1.445 -7.977 3.015
Cl -2.590 -6.910 2.165
H -2.862 -8.508 4.579
H -1.178 -8.939 4.924
H -1.458 -8.937 2.491
H -0.443 -7.548 2.914
Cl -3.519 9.046 2.755
C -2.296 8.869 1.471
C -1.930 7.414 1.225
Cl -1.031 6.706 2.590
H -1.421 9.463 1.751
H -2.726 9.303 0.563
H -1.282 7.337 0.346
H -2.818 6.799 1.047
*
```

Computed properties:
Kohn-Sham gap ... 7.015 eV

---

# 8
One molecule with the formula C5H10N2O2. Source: OMol25; level of theory: ωB97M-V/def2-TZVPD.

The geometry in ORCA input format:
```
! RIJCOSX wB97M-V def2-TZVPD def2/J DEFGRID3
* xyz 0 1
O 0.917 2.220 -0.060
C 1.083 1.013 0.019
N 2.348 0.371 -0.216
C 2.077 -0.979 -0.387
C 0.870 -1.193 0.449
N 0.222 0.087 0.445
C -1.081 0.444 0.772
C -2.091 0.436 -0.496
O -3.094 -0.440 -0.397
H 2.967 0.870 -0.702
H 1.855 -1.393 -1.506
H 2.857 -1.542 -0.109
H 0.225 -1.829 -0.088
H 1.050 -1.466 1.288
H -1.740 -0.109 1.421
H -1.105 1.444 1.178
H -1.394 0.311 -1.240
H -2.324 1.716 -0.628
H -3.640 0.040 0.259
*
```

Computed properties:
Kohn-Sham gap ... 9.598 eV
Energy above the lowest of the compared OMol25 structures with the same formula, charge and spin ... 378.9 kJ/mol
Structure (SMILES) ... O=C1NCCN1CCO

---

# 9
C4H11NORb as an isolated structure. Source: OMol25; level of theory: ωB97M-V/def2-TZVPD.

The geometry in ORCA input format:
```
! RIJCOSX wB97M-V def2-TZVPD def2/J DEFGRID3
* xyz 0 2
Rb 11.055 5.515 10.592
C 9.312 8.379 8.066
C 10.794 8.153 7.867
C 11.711 9.115 8.653
O 13.108 8.665 8.297
C 14.004 9.558 8.852
N 11.120 6.750 7.999
H 8.978 9.344 7.685
H 9.028 8.208 9.104
H 8.709 7.651 7.523
H 11.077 8.436 6.853
H 11.588 9.044 9.734
H 11.543 10.114 8.252
H 15.049 9.395 8.589
H 13.922 9.513 9.938
H 13.653 10.548 8.563
H 12.097 6.667 7.757
H 10.715 6.278 7.203
*
```

Computed properties:
<S²> ... 0.75
Kohn-Sham gap (alpha / beta) ... 3.481 / 10.565 eV
Energy above the lowest of the compared OMol25 structures with the same formula, charge and spin ... 0.0 kJ/mol

---

no.,M (g mol⁻¹),DFT total energy (hartree)
1,186.2,-930.64424
2,650.7,-1964.05648
3,87.1,-337.92704
4,201.3,-630.43746
5,680.2,-1869.95085
6,978.7,-8146.39572
7,1413.3,-10467.10421
8,130.1,-456.40988
9,174.6,-312.98806